1.
A structure of composition C40H54BN3RhSSi, computed with ωB97M-V/def2-TZVPD.

```
! wB97M-V def2-TZVPD RIJCOSX def2/J DEFGRID3
* xyz 1 5
Rh 0.5446 0.9231 -0.1005
C 0.9896 2.4169 2.5250
C -0.1593 2.7048 1.8104
C -0.1998 3.8105 0.9563
C 0.9115 4.6301 0.8494
C 2.0596 4.3465 1.5821
C 2.1075 3.2375 2.4114
H 0.9970 1.5567 3.1845
H -1.0432 2.1094 1.9819
H -1.1041 4.0365 0.4044
H 0.8813 5.5007 0.2062
H 2.9217 4.9966 1.5015
H 3.0055 3.0150 2.9727
C 6.8950 -1.1358 -1.8216
Si 5.8368 -0.9335 -0.2926
C 4.9488 -2.5426 0.0382
C 6.8878 -0.4524 1.1760
C 4.6771 0.5359 -0.6395
C 5.2513 1.6745 -1.2094
C 4.5063 2.8085 -1.5020
C 3.1538 2.7857 -1.2269
N 2.5716 1.7222 -0.6756
C 3.3092 0.6355 -0.3716
S 2.2947 -0.5859 0.4024
H 7.6132 -1.9455 -1.6718
H 7.4655 -0.2387 -2.0683
H 6.2825 -1.3928 -2.6888
H 5.7025 -3.3341 0.0854
H 4.2436 -2.7986 -0.7546
H 4.4077 -2.5346 0.9842
H 7.6249 -1.2262 1.4017
H 6.2731 -0.3046 2.0668
H 7.4299 0.4770 0.9870
H 6.3119 1.6794 -1.4371
H 4.9615 3.6855 -1.9395
H 2.5099 3.6268 -1.4491
C -3.5194 1.9517 1.2951
C -3.7965 0.8820 2.3540
C -4.8140 -0.1527 1.8615
C -2.5510 0.2737 2.9949
C -2.3015 0.6187 4.3208
C -1.2507 0.0646 5.0309
C -0.4409 -0.8817 4.4333
C -0.6325 -1.2602 3.1067
C 0.2088 -2.3729 2.5112
C -0.4826 -3.7278 2.7148
C 1.6162 -2.4529 3.1056
C -1.6680 -0.6397 2.3959
N -1.8327 -0.9545 0.9933
B -1.2394 -0.2066 -0.1834
N -1.9318 -0.9285 -1.3143
C -2.5953 -1.9821 -0.8356
C -2.5280 -2.0026 0.5664
C -2.1515 -0.5942 -2.7137
C -1.2203 -0.9155 -3.7071
C -1.5934 -0.6983 -5.0294
C -2.8308 -0.1759 -5.3630
C -3.7166 0.1661 -4.3621
C -3.3971 -0.0337 -3.0217
C -4.4162 0.3550 -1.9652
C -5.6170 -0.5926 -1.9774
C -4.8679 1.8073 -2.1303
C 0.2136 -1.3326 -3.4616
C 0.9922 -0.0534 -3.1275
C 0.4544 -2.4442 -2.4407
H -4.4582 2.2771 0.8439
H -2.8698 1.5946 0.4908
H -3.0464 2.8301 1.7361
H -4.2901 1.3981 3.1802
H -4.5263 -0.6193 0.9205
H -5.7734 0.3380 1.6879
H -4.9712 -0.9378 2.6032
H -2.9612 1.3281 4.8053
H -1.0807 0.3537 6.0599
H 0.3550 -1.3370 5.0067
H 0.3015 -2.1924 1.4366
H -0.5821 -3.9401 3.7812
H 0.1107 -4.5254 2.2649
H -1.4819 -3.7675 2.2816
H 1.5938 -2.8562 4.1197
H 2.1105 -1.4827 3.1285
H 2.2273 -3.1277 2.5047
H -3.1152 -2.6789 -1.4756
H -2.9950 -2.7135 1.2298
H -0.8858 -0.9443 -5.8118
H -3.0968 -0.0286 -6.4014
H -4.6797 0.5872 -4.6201
H -3.9416 0.2855 -0.9870
H -6.1332 -0.5513 -2.9383
H -6.3325 -0.3177 -1.2005
H -5.3192 -1.6303 -1.8120
H -5.4039 1.9608 -3.0674
H -4.0172 2.4904 -2.1130
H -5.5466 2.0828 -1.3212
H 0.5802 -1.7076 -4.4200
H 0.4293 0.4574 -2.3282
H 1.0278 0.6357 -3.9713
H 2.0044 -0.2703 -2.7851
H 0.2899 -2.1186 -1.4152
H 1.4947 -2.7688 -2.4972
H -0.1782 -3.3101 -2.6463
*
```

For the HOMO-LUMO gap (alpha / beta), the calculation gives 0.295 / 0.213 hartree. The value obtained for the LUMO energy (alpha / beta) is -0.0615 / -0.1815 Eh. The expectation value of S² is 6.019. The value obtained for the energy relative to the best compared isomer or geometry (same formula, charge and spin) is 0.00 kcal per mole. The calculation puts the strongest force on any atom at 0.51 eV Å⁻¹. The calculation puts the highest occupied orbital energy (alpha / beta) at -9.69 / -10.74 eV.

2.
A structure of composition C40H54CoN6O2P3S3 at a distorted geometry, computed with ωB97M-V/def2-TZVPD.

```
! wB97M-V def2-TZVPD RIJCOSX def2/J DEFGRID3
* xyz 2 5
Co 0.5671 -0.2254 -0.5378
N -0.9435 -2.0428 1.1953
P 0.3060 -1.0592 1.7932
C -0.2984 -0.6026 3.4383
C -0.3606 0.7268 3.8384
C -0.7940 1.0498 5.1200
C -1.1725 0.0446 5.9951
C -1.1160 -1.2882 5.5973
C -0.6704 -1.6147 4.3266
C 1.7019 -2.1438 2.2174
C 1.7133 -3.5127 1.9882
C 2.8354 -4.2652 2.3218
C 3.9477 -3.6503 2.8776
C 3.9424 -2.2775 3.1074
C 2.8241 -1.5254 2.7751
P -0.8355 -2.3046 -0.4906
C -0.9453 -4.1215 -0.5277
C 0.1410 -4.9044 -0.9113
C 0.0734 -6.2895 -0.8132
C -1.0811 -6.8905 -0.3325
C -2.1728 -6.1110 0.0448
C -2.1117 -4.7278 -0.0542
C -2.4428 -1.7796 -1.1537
C -2.8391 -2.2590 -2.4059
C -4.0053 -1.7901 -2.9909
C -4.7810 -0.8424 -2.3266
C -4.3951 -0.3766 -1.0773
C -3.2216 -0.8379 -0.4913
H -1.3992 -2.7227 1.7893
H -0.0833 1.5076 3.1449
H -0.8370 2.0865 5.4329
H -1.5064 0.2934 6.9950
H -1.4094 -2.0736 6.2837
H -0.5909 -2.6595 4.0419
H 0.8440 -4.0023 1.5625
H 2.8329 -5.3374 2.1607
H 4.8166 -4.2404 3.1430
H 4.8058 -1.7992 3.5570
H 2.8145 -0.4530 2.9650
H 1.0410 -4.4277 -1.2892
H 0.9178 -6.8994 -1.1131
H -1.1365 -7.9716 -0.2555
H -3.0787 -6.5822 0.4068
H -2.9716 -4.1271 0.2269
H -2.2491 -3.0179 -2.9123
H -4.3196 -2.1673 -3.9585
H -5.6961 -0.4824 -2.7806
H -5.0215 0.3352 -0.5505
H -2.9121 -0.4812 0.4850
C 1.3604 5.5638 0.7163
C 0.1183 5.3685 1.5574
C 0.3926 4.6529 2.8587
O -0.9796 4.6725 0.8190
P -1.0342 3.5244 -0.2341
S -0.2111 4.0935 -1.9832
S -0.1340 1.8632 0.4477
O -2.5459 3.3115 -0.5223
C -3.7502 3.4973 0.3377
C -3.5754 2.8315 1.6864
C -4.1137 4.9635 0.4145
H 2.1094 6.0728 1.3245
H 1.1633 6.1729 -0.1659
H 1.7752 4.6045 0.3953
H -0.3383 6.3305 1.7623
H 0.8809 3.6978 2.6710
H -0.5341 4.4797 3.4115
H 1.0511 5.2686 3.4727
H -4.5045 2.9730 -0.2391
H -2.8190 3.3453 2.2848
H -3.2874 1.7826 1.5801
H -4.5236 2.8776 2.2263
H -3.3530 5.5323 0.9504
H -5.0603 5.0655 0.9488
H -4.2377 5.3858 -0.5834
C 4.5701 2.6394 -0.7393
C 3.8869 1.7273 0.2882
C 3.7390 0.3205 -0.1973
N 2.6225 -0.2207 -0.5404
N 2.6927 -1.5300 -0.9889
C 3.9243 -1.9555 -0.9818
N 4.3023 -3.1866 -1.3693
S 5.0621 -0.7621 -0.4273
H 4.6868 3.6411 -0.3267
H 3.9758 2.7156 -1.6527
H 5.5609 2.2694 -1.0055
H 2.8834 2.0894 0.5192
H 4.4617 1.7245 1.2159
H 3.6071 -3.8551 -1.6482
H 5.2632 -3.4717 -1.3546
C -0.9707 0.7879 -3.0074
C -1.0113 1.2238 -4.4997
N 0.2297 0.8258 -5.1665
C 0.4385 -0.6130 -5.0122
C 0.6197 -0.9702 -3.5069
N 0.3845 0.2536 -2.6800
C 1.4307 1.2448 -3.0467
C 1.3469 1.5557 -4.5728
H -1.6960 0.0071 -2.8041
H -1.1869 1.6253 -2.3487
H -1.1120 2.3067 -4.5773
H -1.8582 0.7677 -5.0108
H 1.3187 -0.9082 -5.5826
H -0.4227 -1.1325 -5.4328
H 1.6255 -1.3298 -3.2980
H -0.0858 -1.7407 -3.1951
H 2.4008 0.8296 -2.7789
H 1.2705 2.1451 -2.4521
H 2.2676 1.2638 -5.0767
H 1.1956 2.6239 -4.7374
*
```

For the HOMO-LUMO gap (alpha / beta), the calculation gives 0.315 / 0.176 hartree. The value obtained for the LUMO energy (alpha / beta) is -0.1521 / -0.2935 Eh. The expectation value of S² is 6.016. The value obtained for the energy relative to the best compared isomer or geometry (same formula, charge and spin) is 5.21 kcal per mole. The calculation puts the strongest force on any atom at 1.32 eV Å⁻¹. The calculation puts the highest occupied orbital energy (alpha / beta) at -12.72 / -12.77 eV.

3.
A structure of composition C40H54F5N3O3OsS at a distorted geometry, computed with ωB97M-V/def2-TZVPD.

```
! wB97M-V def2-TZVPD RIJCOSX def2/J DEFGRID3
* xyz 0 5
Os -10.3489 -0.1583 18.5591
C -12.7896 1.1013 16.7056
N -12.4979 0.9235 18.1691
C -13.5657 0.0379 18.7279
C -12.4938 2.2175 18.8670
C -11.7251 2.1832 20.1674
N -10.3441 1.7592 19.9483
C -9.7097 1.2729 21.1923
C -10.3955 0.1074 21.8587
C -10.2624 0.2072 23.2361
C -10.6946 -0.8309 24.0778
C -11.1668 -1.9805 23.4640
C -11.2413 -2.1986 22.1025
C -10.9138 -1.0905 21.3278
O -11.0768 -1.1460 19.9833
C -11.7607 -3.4732 21.5038
C -10.5301 -4.1138 20.8287
C -12.9299 -3.2273 20.5331
C -12.2598 -4.4325 22.5608
C -10.6105 -0.6772 25.6007
C -11.3211 0.6234 26.0242
C -9.1591 -0.4698 26.0887
C -11.3342 -1.7398 26.4380
C -9.5033 2.9080 19.4408
C -8.3335 2.6034 18.4906
C -6.9639 2.6819 19.0410
C -5.9412 2.0344 18.5225
C -6.1963 1.1649 17.3530
C -7.3483 0.9953 16.7016
C -8.5551 1.6846 17.3305
O -9.7703 1.1535 17.1784
C -7.4260 0.3100 15.3349
C -8.5279 -0.6834 15.2485
C -6.1282 -0.4405 14.9986
C -7.7901 1.4316 14.3693
C -4.4807 2.3628 18.8295
C -4.0266 3.1107 17.5584
C -4.2053 3.2387 20.0572
C -3.6513 1.0723 19.0688
H -13.8453 1.4513 16.5434
H -12.6639 0.2111 16.1338
H -12.0417 1.8307 16.3711
H -14.5367 0.4684 18.5491
H -13.5017 -0.0872 19.8990
H -13.4580 -0.8920 18.2698
H -13.5047 2.5460 19.0709
H -12.0267 2.9212 18.2161
H -12.1782 1.4804 20.8536
H -11.7603 3.1882 20.5739
H -9.5792 2.1034 21.8461
H -8.7257 0.9200 20.8829
H -9.9939 1.2138 23.6760
H -11.5373 -2.8092 24.0452
H -10.1614 -3.4977 20.0397
H -10.9423 -5.0454 20.3879
H -9.8171 -4.3999 21.5787
H -12.5852 -2.7611 19.6166
H -13.6531 -2.6357 21.0080
H -13.3101 -4.1865 20.1525
H -11.4250 -4.8136 23.1775
H -12.6807 -5.3264 22.0752
H -12.9191 -4.0528 23.3420
H -10.8207 1.5493 25.6984
H -11.4220 0.5752 27.1389
H -12.3247 0.5973 25.6134
H -8.7276 0.2538 25.3758
H -8.5597 -1.3898 26.1008
H -9.2315 -0.0177 27.1050
H -12.4330 -1.6962 26.2966
H -11.0821 -1.6717 27.4998
H -10.9831 -2.6606 26.0208
H -9.1762 3.4213 20.3463
H -10.1419 3.5993 18.9491
H -6.7930 3.3776 19.8554
H -5.3251 0.7496 16.9168
H -8.3498 -1.4978 15.9357
H -8.4461 -1.1056 14.2489
H -9.5069 -0.3212 15.4744
H -5.9712 -1.2349 15.6981
H -5.2646 0.2109 15.0235
H -6.2847 -0.9193 14.0698
H -8.5666 2.0805 14.8196
H -8.1601 1.1039 13.4189
H -6.9290 2.0750 14.1369
H -4.4056 4.1304 17.5165
H -4.3483 2.6191 16.6510
H -2.9386 3.2102 17.4918
H -4.6635 4.2519 19.9029
H -3.1581 3.4359 20.2004
H -4.6622 2.8558 21.0035
H -3.7813 0.1897 18.3893
H -3.8894 0.6849 20.0377
H -2.5645 1.3343 19.0905
F -7.2822 -0.3563 19.9050
C -7.5076 -1.4173 19.1485
C -8.7664 -1.6245 18.5416
C -8.8211 -2.8409 17.8307
F -9.9360 -3.3396 17.2644
C -7.6909 -3.6449 17.5553
F -7.8064 -4.7440 16.8086
C -6.4827 -3.2970 18.1023
F -5.3603 -4.0069 17.9725
C -6.3972 -2.1736 18.9268
F -5.3468 -1.9566 19.7317
O -6.8815 5.0366 17.3280
S -7.4282 4.0862 16.3420
N -8.6302 3.2257 17.1489
*
```

For the HOMO-LUMO gap (alpha / beta), the calculation gives 0.290 / 0.284 hartree. The value obtained for the LUMO energy (alpha / beta) is 0.0078 / -0.0188 Eh. The expectation value of S² is 6.019. The value obtained for the energy relative to the best compared isomer or geometry (same formula, charge and spin) is 16.91 kcal per mole. The calculation puts the strongest force on any atom at 3.32 eV Å⁻¹. The calculation puts the highest occupied orbital energy (alpha / beta) at -7.67 / -8.23 eV.

4.
A cluster of 5 separate species, C40H54N7O9S2 in total at a distorted geometry, computed with ωB97M-V/def2-TZVPD.

```
! wB97M-V def2-TZVPD RIJCOSX def2/J DEFGRID3
* xyz 1 1
C -6.1759 -3.5215 -6.5472
C -5.0931 -3.8965 -5.3634
S -4.6468 -2.3923 -4.2728
C -3.1157 -1.6542 -5.0623
C -1.7389 -1.8179 -4.1270
C -0.9562 -3.1522 -4.7307
C -1.7540 -4.5556 -4.3522
C 0.4948 -3.2196 -3.9022
O 0.1351 -3.2747 -2.4807
C 0.7524 -4.4034 -1.7749
C -0.4559 -5.0752 -0.8404
C 0.1938 -6.2500 0.1194
C -1.2379 -3.9898 0.1051
C -2.6218 -3.3755 -0.5665
C -0.3153 -2.7539 0.6618
N 1.3330 -2.0061 -4.2970
C 0.4857 -0.8877 -4.8636
N 0.9637 -0.0825 -5.9048
S 2.5484 -0.2397 -6.6294
N -0.9149 -0.5745 -4.3800
C -0.9354 0.3951 -3.2191
C 0.3346 0.2672 -2.1861
H -6.8897 -4.4559 -6.7462
H -5.5905 -3.3261 -7.5648
H -6.7939 -2.5471 -6.3046
H -5.5382 -4.7007 -4.6210
H -4.1115 -4.2835 -5.8794
H -3.2738 -0.5173 -5.3882
H -2.9011 -2.2565 -6.0485
H -2.0600 -1.9527 -2.9912
H -0.8152 -3.1322 -5.8926
H -2.1174 -5.1013 -5.3316
H -2.6660 -4.4041 -3.6330
H -0.9983 -5.2894 -3.8184
H 1.0461 -4.1607 -4.3222
H 1.6065 -4.0250 -1.0689
H 1.1413 -5.2727 -2.4530
H -1.2100 -5.6308 -1.5691
H -0.6306 -6.8150 0.7387
H 0.8030 -6.9673 -0.5946
H 0.9703 -5.7126 0.8194
H -1.5993 -4.5919 1.0706
H -3.0360 -4.0304 -1.4473
H -2.5020 -2.2319 -0.8609
H -3.4532 -3.4080 0.2847
H 0.8342 -2.9694 0.6752
H -0.5404 -1.7364 0.0844
H -0.6434 -2.5531 1.7826
H 1.8933 -1.7220 -3.4674
H 0.3205 0.6708 -6.2928
H 2.8968 0.9758 -7.2962
H -0.8814 1.4865 -3.6996
H -1.9358 0.3441 -2.5759
H 0.3988 -0.7801 -1.6566
H 0.1311 1.0555 -1.3139
H 1.3670 0.5958 -2.6657
C -0.3785 0.2641 6.2282
C 0.4326 0.7052 5.1815
C 1.2393 -0.2016 4.4913
C 1.2224 -1.5548 4.8563
C 0.4148 -1.9991 5.9118
C -0.3855 -1.0824 6.5965
N 2.0489 -2.5172 4.1180
O 2.7639 -2.0821 3.2031
O 1.9813 -3.7097 4.4488
H -1.0100 0.9739 6.7598
H 0.4337 1.7564 4.9013
H 1.8657 0.1580 3.6778
H 0.3957 -3.0456 6.2088
H -1.0181 -1.4179 7.4153
C 2.1137 3.0932 10.7235
C 2.2819 4.4606 10.4996
C 2.0116 5.0022 9.2414
C 1.5669 4.1622 8.2112
C 1.4045 2.7879 8.4310
C 1.6808 2.2573 9.6927
N 1.2566 4.7296 6.8935
O 1.4311 5.9468 6.7332
O 0.8342 3.9603 6.0185
H 2.3204 2.6765 11.7077
H 2.6212 5.1054 11.3075
H 2.1476 6.0698 9.0831
H 1.0648 2.1237 7.6391
H 1.5549 1.1922 9.8742
C -3.6183 6.5432 6.1888
C -4.6525 5.7926 5.6276
C -4.6069 4.3977 5.6686
C -3.5180 3.7621 6.2810
C -2.4746 4.5131 6.8384
C -2.5300 5.9074 6.7887
N -3.4766 2.2965 6.3499
O -4.4093 1.6672 5.8286
O -2.5140 1.7725 6.9288
H -3.6611 7.6306 6.1593
H -5.4967 6.2953 5.1604
H -5.4208 3.8270 5.2268
H -1.6211 4.0327 7.3123
H -1.7264 6.4994 7.2213
C 6.4450 2.9208 -6.3501
C 6.6132 4.2882 -6.5739
C 6.3429 4.8298 -7.8321
C 5.8982 3.9898 -8.8623
C 5.7358 2.6155 -8.6425
C 6.0121 2.0849 -7.3808
N 5.5879 4.5572 -10.1800
O 5.7624 5.7744 -10.3403
O 5.1654 3.7879 -11.0551
H 6.6517 2.5040 -5.3658
H 6.9524 4.9330 -5.7660
H 6.4789 5.8974 -7.9905
H 5.3961 1.9512 -9.4344
H 5.8862 1.0198 -7.1993
*
```

For the HOMO-LUMO gap, the calculation gives 0.247 hartree. The value obtained for the LUMO energy is -0.1530 Eh. The calculation puts the strongest force on any atom at 3.18 eV Å⁻¹. The calculation puts the highest occupied orbital energy at -10.89 eV.